Entry 1:
A structure of composition C36H57FN5OPPd at a distorted geometry, computed with ωB97M-V/def2-TZVPD.

```
102
Properties=species:S:1:pos:R:3:mulliken_charge:R:1
Pd 3.72 -18.46 4.12 -0.901
C 4.41 -17.87 7.01 -1.099
C 2.93 -18.16 7.46 0.551
C 2.07 -16.94 7.06 -1.080
C 2.27 -19.45 7.18 0.365
C 1.15 -19.69 7.95 -1.129
C 0.27 -20.73 7.68 -1.332
C 0.57 -21.64 6.69 -0.380
C 1.71 -21.48 5.92 0.168
C 1.99 -22.47 4.83 1.133
C 0.86 -22.77 3.82 -1.452
C 2.43 -23.81 5.41 -1.607
C 2.59 -20.38 6.17 0.088
N 3.65 -20.12 5.27 2.139
C 4.87 -20.79 5.35 1.058
C 5.40 -21.07 6.61 -0.394
C 6.68 -21.66 6.73 -1.086
C 7.48 -21.92 5.64 -0.386
C 6.97 -21.69 4.35 -0.757
C 5.72 -21.11 4.25 -0.229
F 5.21 -21.03 2.97 -0.343
H 4.79 -16.97 7.51 0.469
H 4.37 -17.69 5.91 -0.385
H 5.11 -18.69 7.21 0.525
H 2.96 -18.17 8.53 0.684
H 2.15 -16.73 5.96 -0.210
H 2.42 -16.05 7.69 0.449
H 1.02 -17.05 7.35 0.465
H 1.01 -18.97 8.78 0.448
H -0.66 -20.77 8.21 0.392
H -0.13 -22.48 6.41 0.267
H 2.78 -21.98 4.16 -0.210
H 0.00 -23.32 4.26 0.387
H 1.27 -23.35 2.95 0.385
H 0.48 -21.79 3.42 0.245
H 1.56 -24.31 5.82 0.396
H 3.12 -23.67 6.26 0.337
H 2.82 -24.46 4.61 0.417
H 4.76 -20.77 7.45 0.417
H 7.14 -21.76 7.74 0.335
H 8.47 -22.35 5.76 0.422
H 7.57 -21.92 3.48 0.475
C 1.08 -19.21 1.12 -0.938
O 1.79 -19.35 2.34 -0.158
C 1.81 -18.68 3.44 1.029
C 0.72 -17.85 3.96 -0.683
H 0.95 -18.13 0.95 0.307
H 0.12 -19.70 1.19 0.323
H 1.66 -19.74 0.33 0.210
H -0.22 -17.77 3.39 0.495
H 1.09 -16.81 4.10 -0.254
H 0.52 -18.09 5.02 -0.008
N 3.79 -17.10 2.78 -0.233
P 4.45 -15.80 2.24 -1.382
N 4.61 -15.85 0.55 0.370
C 3.78 -16.77 -0.23 -0.031
C 3.43 -16.22 -1.63 -0.893
C 4.63 -15.75 -2.47 -0.636
C 5.90 -15.47 -1.58 -1.037
C 5.56 -15.00 -0.16 -0.184
N 3.56 -14.40 2.53 0.919
C 3.10 -14.09 3.93 -0.200
C 1.70 -13.57 3.97 -0.947
C 1.61 -12.28 3.16 -0.828
C 2.42 -12.36 1.85 -0.979
C 2.64 -13.80 1.50 -0.387
N 5.97 -15.40 2.97 0.885
C 6.75 -16.41 3.68 -0.534
C 8.29 -16.28 3.53 -0.915
C 8.82 -14.93 3.89 -0.679
C 7.96 -13.82 3.20 -0.905
C 6.43 -14.03 3.32 -0.498
H 2.89 -16.92 0.44 -0.160
H 4.28 -17.73 -0.37 0.369
H 2.72 -15.41 -1.46 0.277
H 2.89 -16.98 -2.19 0.470
H 4.30 -14.87 -3.05 0.245
H 4.90 -16.54 -3.18 0.336
H 6.50 -14.66 -1.96 0.491
H 6.52 -16.36 -1.47 0.326
H 5.28 -13.95 -0.18 0.358
H 6.49 -15.07 0.42 0.032
H 3.78 -13.35 4.32 0.208
H 3.19 -15.03 4.51 -0.060
H 1.36 -13.42 5.00 0.565
H 0.98 -14.33 3.66 0.225
H 1.92 -11.42 3.78 0.344
H 0.60 -12.01 2.95 0.422
H 3.40 -11.91 1.86 0.257
H 1.94 -11.84 1.00 0.394
H 3.07 -13.92 0.49 0.300
H 1.71 -14.41 1.50 0.275
H 6.45 -17.36 3.25 0.320
H 6.49 -16.42 4.78 0.056
H 8.49 -16.52 2.47 0.321
H 8.77 -17.08 4.13 0.391
H 9.88 -14.88 3.62 0.385
H 8.76 -14.87 5.01 0.281
H 8.22 -13.75 2.14 0.295
H 8.15 -12.82 3.56 0.446
H 5.94 -13.29 2.66 0.186
H 6.15 -13.82 4.38 0.376
```

As for the spin multiplicity: 5. For the LUMO energy (spin up / spin down), the calculation gives 0.73 / -1.48 eV.

=====

Entry 2:
A cluster of 9 separate species, C36H57N5O8S4 in total at a distorted geometry, computed with ωB97M-V/def2-TZVPD.

```
110
Properties=species:S:1:pos:R:3:mulliken_charge:R:1
O 3.57 0.39 -1.38 -0.634
S 2.21 -0.14 -0.97 0.972
O 1.60 -1.35 -1.51 -0.608
C 2.31 -0.14 0.89 -0.698
C 1.19 0.80 1.32 -0.634
C 1.12 1.98 0.34 -0.407
C 0.93 1.34 -1.02 -0.762
H 3.24 0.42 0.99 0.332
H 2.42 -1.15 1.29 0.430
H 0.30 0.22 1.56 0.339
H 1.54 1.13 2.30 0.316
H 1.99 2.61 0.54 0.287
H 0.21 2.56 0.50 0.290
H 1.10 1.93 -1.93 0.424
H -0.01 0.81 -1.16 0.347
O -5.80 -1.09 8.20 -0.632
S -6.04 0.13 7.42 1.097
O -5.72 1.44 7.96 -0.656
C -5.26 0.02 5.79 -0.622
C -6.48 0.03 4.75 -0.492
C -7.76 -0.33 5.44 -0.672
C -7.86 0.36 6.82 -0.812
H -4.67 -0.89 5.81 0.380
H -4.70 0.95 5.70 0.307
H -6.66 0.99 4.26 0.353
H -6.36 -0.85 4.13 0.241
H -7.89 -1.36 5.78 0.336
H -8.59 -0.10 4.78 0.388
H -8.54 0.02 7.59 0.431
H -7.88 1.45 6.87 0.353
O 3.22 7.52 -6.47 -0.662
S 4.34 6.68 -5.97 1.088
O 4.33 5.27 -6.24 -0.645
C 6.02 7.30 -6.38 -0.597
C 6.62 7.24 -4.98 -0.568
C 5.49 7.71 -3.94 -0.759
C 4.23 6.76 -4.17 -0.621
H 6.00 8.35 -6.68 0.361
H 6.49 6.61 -7.08 0.337
H 7.16 6.35 -4.66 0.342
H 7.33 8.07 -4.91 0.313
H 5.16 8.70 -4.27 0.317
H 5.87 7.75 -2.92 0.389
H 3.21 6.90 -3.82 0.391
H 4.42 5.78 -3.75 0.315
O -3.77 -6.93 3.71 -0.639
S -2.31 -6.95 3.42 1.016
O -1.80 -5.61 3.03 -0.660
C -1.36 -7.62 4.87 -0.538
C -1.05 -9.09 4.47 -0.820
C -1.81 -9.47 3.28 -0.536
C -1.74 -8.29 2.33 -0.649
H -1.82 -7.36 5.82 0.424
H -0.40 -7.13 4.68 0.279
H 0.01 -9.30 4.36 0.363
H -1.07 -9.81 5.29 0.382
H -2.80 -9.60 3.73 0.295
H -1.56 -10.46 2.92 0.370
H -2.42 -8.37 1.48 0.371
H -0.83 -7.86 1.91 0.340
C -3.77 -6.06 -3.05 -0.371
C -3.09 -6.23 -4.26 -0.362
C -3.55 -7.34 -4.91 -0.423
N -4.74 -7.68 -4.26 -0.018
C -4.93 -6.79 -3.24 -0.489
H -3.51 -5.33 -2.30 0.387
H -2.18 -5.70 -4.50 0.371
H -3.21 -7.87 -5.79 0.364
H -5.33 -8.42 -4.59 0.200
H -5.70 -7.01 -2.51 0.342
C 2.55 -3.01 -8.97 -0.314
C 2.99 -1.66 -8.90 -0.323
C 3.63 -1.55 -7.72 -0.512
N 3.59 -2.78 -7.04 -0.007
C 2.81 -3.67 -7.78 -0.530
H 2.12 -3.37 -9.90 0.359
H 2.89 -0.96 -9.71 0.378
H 4.16 -0.74 -7.23 0.386
H 4.03 -3.05 -6.17 0.210
H 2.54 -4.58 -7.28 0.357
C 0.36 5.05 6.42 -0.393
C -0.99 5.48 6.46 -0.175
C -1.34 6.40 5.46 -0.626
N -0.19 6.59 4.71 -0.035
C 0.81 5.93 5.42 -0.472
H 0.79 4.24 7.00 0.384
H -1.65 5.13 7.23 0.378
H -2.32 6.78 5.23 0.370
H -0.09 7.09 3.83 0.203
H 1.82 6.09 5.08 0.368
C -6.48 5.03 -3.56 -0.419
C -5.73 5.59 -4.49 -0.188
C -4.59 6.05 -3.90 -0.653
N -4.71 5.77 -2.53 -0.003
C -5.80 5.03 -2.41 -0.388
H -7.49 4.68 -3.69 0.363
H -5.99 5.58 -5.54 0.372
H -3.77 6.61 -4.33 0.360
H -4.05 5.91 -1.78 0.205
H -6.04 4.63 -1.43 0.353
C 8.17 -2.54 2.83 -0.417
C 8.50 -2.10 1.56 -0.293
C 9.14 -0.88 1.49 -0.602
N 9.30 -0.62 2.86 -0.039
C 8.74 -1.61 3.66 -0.305
H 7.59 -3.38 3.19 0.375
H 8.22 -2.68 0.70 0.362
H 9.49 -0.28 0.66 0.355
H 9.65 0.30 3.12 0.206
H 8.67 -1.36 4.70 0.361
```

The structure (SMILES) is O=S1(=O)CCCC1.O=S1(=O)CCCC1.O=S1(=O)CCCC1.O=S1(=O)CCCC1.c1cc[nH]c1.c1cc[nH]c1.c1cc[nH]c1.c1cc[nH]c1.c1cc[nH]c1. For the LUMO energy, the calculation gives 0.19 eV.

=====

no.,total energy (eV)
1,-63233.8086
2,-105418.3374